1.
Here is a 2-piece molecular cluster, C5H10S2 overall from the OMol25 dataset. Energies are from wB97M-V/def2-TZVPD.

Properties
SMILES string: CC(C)S.C=C=S

Last column: Mulliken charge in e.
Geometry (Å):
1 C 1.191 -1.827 0.393  -1.162
2 C -0.066 -0.985 -0.062  0.155
3 C -0.907 -0.263 1.098  -1.146
4 S 0.653 0.357 -1.189  -0.294
5 H 1.846 -1.619 1.168  0.184
6 H 0.951 -2.828 0.611  0.388
7 H 1.900 -1.813 -0.438  0.345
8 H -0.782 -1.617 -0.601  0.336
9 H -1.679 0.194 0.499  0.357
10 H -0.328 0.467 1.721  0.304
11 H -1.215 -1.107 1.756  0.337
12 H 0.475 -0.406 -2.364  0.159
13 C 4.391 -0.106 -1.437  -0.437
14 C 4.252 -0.251 -0.114  0.375
15 S 3.976 -0.577 1.345  -0.379
16 H 5.356 -0.074 -1.759  0.312
17 H 3.492 0.126 -2.104  0.167



2.
Here is one molecule with the formula C5H10S2 from the OMol25 dataset. Energies are from wB97M-V/def2-TZVPD.

Properties
SMILES string: CC(C)C(=S)CS

Last column: Mulliken charge in e.
Geometry (Å):
1 C 1.520 -0.045 -0.546  -1.418
2 C 0.421 -0.998 -0.098  0.609
3 C 0.207 -1.018 1.474  -1.348
4 C -0.782 -0.755 -0.827  0.052
5 S -1.714 -1.950 -1.563  -0.217
6 C -1.557 0.903 -0.724  -0.717
7 S -2.272 1.497 -2.286  -0.193
8 H 1.655 0.688 0.277  0.350
9 H 2.454 -0.530 -0.631  0.376
10 H 1.283 0.565 -1.470  0.323
11 H 0.662 -2.093 -0.373  0.312
12 H 1.076 -1.336 2.043  0.380
13 H -0.478 -1.833 1.754  0.381
14 H -0.252 -0.066 1.874  0.303
15 H -2.460 1.045 -0.134  0.405
16 H -0.715 1.566 -0.381  0.279
17 H -2.904 0.277 -2.446  0.123



Most stable structure among those shown: 2.